# 1
ORCA calculation (ωB97M-V with the def2-TZVPD basis set) on the ion C4H12N3 with charge +1 at a distorted geometry.

- multiplicity = 1
- E_LUMO (Ha) = -0.12397
- energy relative to the best compared isomer or geometry (same formula, charge and spin) (kJ/mol) = 375.5
- SMILES = C/C(CN)=N\C[NH3+]
- net charge = +1
- F_max (eV Å⁻¹) = 6.9

Geometry (Å):
C (1.349175, 1.172198, -0.231443)
C (-1.345811, 1.055601, 0.903699)
C (-1.347801, -1.417728, 0.552981)
C (-0.634514, -0.136237, 0.485965)
N (0.649824, -0.081720, -0.186955)
N (-0.591185, -2.533761, 0.054716)
N (2.362876, 0.822105, -1.296367)
H (0.677605, 1.945114, -0.458822)
H (1.696663, 1.374993, 0.809816)
H (-1.432194, 1.841274, -0.034661)
H (-0.678304, 1.680123, 1.650107)
H (-2.441869, 0.924665, 1.323051)
H (-2.405624, -1.246864, 0.165571)
H (-1.448106, -1.729421, 1.644410)
H (-1.062142, -3.471773, 0.168281)
H (-0.725833, -2.337614, -0.977215)
H (2.943070, 1.585843, -1.546650)
H (1.786271, 0.607853, -2.067394)
H (2.647900, -0.054651, -0.959089)

Cartesian forces (eV/Å) of the 2 atoms listed first:
C -1.2 -1.7 2.0
C -0.9 4.1 0.3

Here are the Mulliken charges for atoms 1 to 8, given in e: C -0.59; C -1.34; C -0.58; C 0.75; N -0.43; N -0.59; N -0.17; H 0.45

# 2
ORCA calculation (ωB97M-V with the def2-TZVPD basis set) on a structure of composition C5H9NiO3 at a distorted geometry.

- expectation value of S² = 2.0201
- multiplicity = 3
- E_LUMO (spin up / spin down) (Ha) = -0.17410 / -0.23564
- energy relative to the best compared isomer or geometry (same formula, charge and spin) (kJ/mol) = 292.0
- net charge = +1
- F_max (eV Å⁻¹) = 5.9

Geometry (Å):
O (2.307886, 0.160870, 0.145285)
C (1.007238, -0.196467, 0.379909)
C (0.805303, -1.719575, 0.451037)
O (-0.271584, -1.777544, -0.490011)
C (0.062952, -0.636759, -1.235687)
C (-0.961524, 0.373916, -1.382060)
O (-0.460623, 1.209984, 0.070886)
C (-1.445921, 1.255830, 1.071229)
Ni (3.151921, 1.469778, -0.470773)
H (0.768342, 0.141349, 1.408477)
H (0.473840, -2.090265, 1.430012)
H (1.699839, -2.246591, 0.080610)
H (0.772653, -0.763876, -2.063882)
H (-0.835080, 0.976517, -2.292746)
H (-1.974556, 0.015031, -1.144830)
H (-1.102827, 1.953384, 1.844389)
H (-2.411237, 1.614339, 0.673529)
H (-1.586618, 0.260075, 1.524622)

Cartesian forces (eV/Å) of the 2 atoms listed first:
O -3.7 -2.5 0.3
C 4.8 -0.6 3.4

Here are the Mulliken charges for atoms 1 to 8, given in e: O -0.84; C 0.47; C -0.41; O -0.39; C 0.16; C -0.58; O -0.36; C -0.74

# 3
ORCA calculation (ωB97M-V with the def2-TZVPD basis set) on a structure of composition C53H42Cl5F4HfN11OS at a distorted geometry.

- multiplicity = 1
- E_LUMO (Ha) = -0.04796
- net charge = 0
- F_max (eV Å⁻¹) = 1.5

Geometry (Å):
Hf (-0.013400, -0.722800, 0.728900)
N (-1.486600, 0.383100, 2.400900)
C (-1.626800, 0.274600, 3.866600)
C (-0.636900, 1.192600, 4.580000)
C (0.799000, 1.062500, 4.052400)
C (1.131500, 2.012600, 2.890500)
N (1.149400, 1.328300, 1.578100)
H (-1.377300, 1.377000, 2.184600)
H (-2.370300, 0.108500, 1.966900)
H (-1.443000, -0.760900, 4.162600)
H (-2.640500, 0.534600, 4.196800)
H (-0.657600, 0.945600, 5.642700)
H (-0.971200, 2.229400, 4.490300)
H (0.978300, 0.032500, 3.733900)
H (1.484400, 1.278000, 4.871300)
H (2.102600, 2.482300, 3.080700)
H (0.394300, 2.817000, 2.857000)
H (2.102200, 0.995700, 1.418700)
H (1.020700, 2.039200, 0.856400)
C (-2.713200, -2.074100, -2.230900)
C (-2.681900, -0.689500, -2.812500)
C (-3.842200, 0.074800, -2.846600)
C (-3.881300, 1.274700, -3.533500)
C (-2.746500, 1.751400, -4.164800)
C (-1.566300, 1.034000, -4.077100)
C (-1.538700, -0.182700, -3.420300)
H (-2.645600, -2.788500, -3.058900)
H (-3.663100, -2.237400, -1.721000)
H (-4.731300, -0.275700, -2.342300)
H (-4.795500, 1.845900, -3.573500)
H (-2.780600, 2.692000, -4.690900)
H (-0.663300, 1.413200, -4.534100)
H (-0.614200, -0.740200, -3.397300)
Cl (-0.681000, -2.881500, 2.834800)
C (1.038100, -2.772900, 2.869900)
C (1.552600, -1.751100, 2.076600)
C (2.949600, -1.726600, 2.024500)
Cl (3.694200, -0.567200, 0.976500)
C (3.768800, -2.598100, 2.740500)
Cl (5.483700, -2.503000, 2.635400)
C (3.182200, -3.565700, 3.558000)
Cl (4.159300, -4.642700, 4.468300)
C (1.791700, -3.664800, 3.621600)
Cl (1.050100, -4.861200, 4.607500)
C (2.875800, -2.501900, -2.969200)
C (2.501900, -3.317900, -1.914100)
C (1.742000, -2.808000, -0.873200)
C (1.312300, -1.470700, -0.851600)
C (1.712700, -0.673700, -1.929700)
C (2.487900, -1.173100, -2.967500)
H (3.462600, -2.900200, -3.785400)
H (2.802000, -4.356500, -1.896300)
H (1.467700, -3.484100, -0.063900)
H (1.412300, 0.369700, -1.962300)
H (2.776900, -0.518100, -3.777100)
C (-4.838300, -4.557500, 8.875300)
C (-4.661500, -4.294900, 7.410000)
C (-5.744000, -4.370800, 6.543900)
C (-5.605300, -4.148800, 5.188100)
C (-4.349700, -3.863100, 4.659500)
N (-4.133000, -3.694300, 3.286100)
C (-4.966800, -4.143400, 2.286700)
O (-6.102800, -4.543400, 2.438600)
N (-4.412600, -4.135100, 1.035700)
C (-3.211000, -3.603500, 0.527900)
C (-2.373800, -4.463000, -0.278700)
C (-1.471500, -3.897200, -1.085700)
C (-1.554800, -2.406800, -1.258400)
N (-1.726700, -1.779300, 0.059700)
C (-2.765600, -2.328300, 0.753900)
C (-3.263200, -3.745900, 5.523800)
C (-3.422400, -3.957700, 6.879400)
H (-5.726100, -5.160400, 9.050600)
H (-4.959700, -3.619800, 9.418300)
H (-3.976000, -5.076800, 9.288400)
H (-6.719200, -4.620100, 6.935700)
H (-6.456700, -4.226400, 4.533100)
H (-3.166700, -3.556200, 3.017000)
H (-5.018200, -4.568400, 0.350800)
H (-2.441900, -5.530800, -0.131500)
H (-0.731300, -4.452900, -1.636300)
H (-0.635900, -2.026000, -1.706300)
H (-3.235800, -1.715600, 1.523200)
H (-2.288200, -3.506500, 5.121300)
H (-2.563800, -3.874900, 7.529600)
F (-0.532300, 3.979100, 0.948900)
C (-0.207300, 4.410000, -0.290200)
C (0.978000, 5.099800, -0.445000)
F (1.721100, 5.346600, 0.638200)
C (1.412700, 5.458500, -1.721100)
C (0.527300, 5.235600, -2.779800)
C (-0.706300, 4.634000, -2.599600)
F (-1.496800, 4.475500, -3.659800)
C (-1.052200, 4.085100, -1.359300)
C (-2.100600, 3.095000, -1.154700)
C (-1.615200, 1.926800, -0.667000)
N (-1.049100, 0.961400, -0.315600)
C (-3.447300, 3.330300, -1.420900)
N (-4.562500, 3.593300, -1.516800)
F (0.919300, 5.520400, -4.032400)
C (2.861000, 5.788200, -2.031100)
C (2.839500, 6.936300, -2.942100)
N (2.765800, 7.839100, -3.634600)
C (3.635000, 6.202900, -0.864700)
N (4.301800, 6.564900, -0.012200)
C (5.575000, 5.846800, -3.271900)
C (4.574700, 4.775700, -3.534400)
C (4.740200, 3.877200, -4.552700)
C (3.745300, 2.896100, -4.727200)
N (2.916600, 2.618700, -3.765900)
C (2.925100, 3.335300, -2.646600)
S (2.394600, 2.697300, -1.221200)
N (3.492600, 4.626100, -2.703200)
H (6.456100, 5.658300, -3.878300)
H (5.861300, 5.845300, -2.221100)
H (5.200500, 6.837800, -3.514200)
H (5.589600, 3.942400, -5.206400)
H (3.661400, 2.306100, -5.627500)

Cartesian forces (eV/Å) of the 2 atoms listed first:
Hf -1.2 0.8 0.1
N -0.4 0.1 0.1

Here are the Mulliken charges for atoms 1 to 8, given in e: Hf 0.64; N -0.67; C -0.39; C -1.12; C 0.09; C -0.70; N 0.35; H 0.04

# 4
ORCA calculation (ωB97M-V with the def2-TZVPD basis set) on a structure of composition C40H43AlN3O4P2S at a distorted geometry.

- multiplicity = 1
- E_LUMO (Ha) = -0.06965
- energy relative to the best compared isomer or geometry (same formula, charge and spin) (kJ/mol) = 38.2
- net charge = +1
- F_max (eV Å⁻¹) = 1.7

Geometry (Å):
Al (-0.511719, -1.107815, -1.322105)
O (0.458673, 0.005497, -0.222794)
P (1.152275, 0.896567, 0.813903)
C (2.097451, -0.087372, 2.061715)
P (1.219446, -1.513534, 2.883816)
O (0.183714, -2.155597, 2.064319)
C (2.549319, -2.673079, 3.355968)
C (2.544472, -3.317237, 4.581162)
C (3.386081, -4.412429, 4.749736)
C (4.262521, -4.847936, 3.745259)
C (4.296399, -4.110939, 2.554677)
C (3.452217, -3.043575, 2.358629)
C (0.628972, -0.876924, 4.483593)
C (1.506784, -0.224100, 5.351548)
C (0.982531, 0.346045, 6.532087)
C (-0.360129, 0.205048, 6.868476)
C (-1.155299, -0.587459, 6.049393)
C (-0.686276, -1.113837, 4.847684)
C (2.231113, 2.043091, -0.054571)
C (3.368297, 2.642043, 0.525008)
C (4.081088, 3.609279, -0.178097)
C (3.685208, 4.003773, -1.465259)
C (2.560340, 3.408164, -2.008453)
C (1.827817, 2.448656, -1.330490)
C (0.067922, 1.910984, 1.859880)
C (-1.163061, 1.415123, 2.295110)
C (-1.937941, 2.135479, 3.192647)
C (-1.512680, 3.379338, 3.669503)
C (-0.242226, 3.827848, 3.304614)
C (0.544805, 3.125627, 2.364361)
H (2.474579, 0.610012, 2.842688)
H (2.995521, -0.494960, 1.539547)
H (1.890309, -2.968269, 5.365187)
H (3.398293, -4.986884, 5.691867)
H (4.911847, -5.691625, 3.918551)
H (4.970796, -4.372122, 1.748891)
H (3.424460, -2.472643, 1.448127)
H (2.561662, -0.142499, 5.104681)
H (1.688907, 0.879522, 7.178555)
H (-0.751982, 0.670828, 7.799934)
H (-2.194518, -0.809323, 6.333757)
H (-1.253079, -1.797801, 4.200333)
H (3.696726, 2.302320, 1.513558)
H (4.913275, 4.083260, 0.338956)
H (4.290734, 4.766518, -1.974094)
H (2.192820, 3.729507, -2.980902)
H (0.945056, 1.981572, -1.768497)
H (-1.481816, 0.426020, 1.923645)
H (-2.849140, 1.660299, 3.529700)
H (-2.192531, 4.028412, 4.303549)
H (0.132657, 4.785105, 3.723498)
H (1.480752, 3.545744, 1.992765)
C (-4.129376, -0.525994, -5.435642)
C (-2.820512, -0.216603, -6.122274)
N (-1.658177, -0.808787, -5.429785)
C (-1.210627, -2.136057, -5.883765)
C (-0.064163, -2.044228, -6.858286)
C (-1.237121, -0.250373, -4.287286)
S (0.215329, -0.847870, -3.547779)
N (-1.888360, 0.841663, -3.816664)
C (-1.963314, 1.091519, -2.547210)
O (-1.707917, 0.253677, -1.590868)
C (-2.375751, 2.475159, -2.167006)
C (-2.678984, 3.401360, -3.170260)
C (-2.869425, 4.752494, -2.846625)
C (-2.841086, 5.206095, -1.527187)
C (-2.518921, 4.267021, -0.550620)
C (-2.334033, 2.895205, -0.848338)
H (-4.904608, 0.034494, -5.987966)
H (-4.120601, -0.198326, -4.383558)
H (-4.368694, -1.592266, -5.489578)
H (-2.627546, 0.852775, -6.196455)
H (-2.766189, -0.618907, -7.109007)
H (-2.069992, -2.638082, -6.351431)
H (-0.910551, -2.703271, -5.008472)
H (-0.321419, -1.429227, -7.713712)
H (0.181527, -3.030929, -7.210911)
H (0.850915, -1.687600, -6.329669)
H (-2.775533, 3.021179, -4.206016)
H (-2.996451, 5.466450, -3.662244)
H (-3.008973, 6.270430, -1.245065)
H (-2.474947, 4.552532, 0.497961)
H (-2.166327, 2.137002, -0.075230)
N (-2.482723, -4.535402, -1.034658)
C (-1.576743, -3.568720, -0.948480)
O (-1.907156, -2.331076, -0.917946)
C (-0.161311, -3.970721, -0.826682)
C (0.754015, -2.773187, -1.043790)
H (-3.482298, -4.286746, -1.156989)
H (-2.149315, -5.496610, -1.032524)
H (0.010494, -4.776340, -1.567636)
H (-0.038441, -4.470961, 0.144250)
H (1.297744, -2.972869, -1.953485)
H (1.534119, -2.671623, -0.266728)

Cartesian forces (eV/Å) of the 2 atoms listed first:
Al 1.2 -0.6 0.2
O 0.4 1.0 1.3

Here are the Mulliken charges for atoms 1 to 8, given in e: Al 0.73; O 0.34; P 0.72; C -1.28; P 1.74; O -0.68; C 0.85; C -0.62